Entry 1:
Density functional theory data (ωB97M-V/def2-TZVPD) for one molecule with the formula C2H2N4O2.

Structure (XYZ):
```
10
Properties=species:S:1:pos:R:3:lowdin_charge:R:1
C -1.13875 -0.32082 0.26623 -0.412
N -2.17574 -1.11302 -0.05545 0.214
N 0.04090 -0.98328 -0.06740 0.186
H -1.79689 -1.94735 0.10516 -0.016
O 0.90497 1.03453 0.23212 0.056
N -1.32262 0.94691 -0.11980 0.116
H 2.35653 -1.50869 -0.16383 0.001
O 2.43634 -0.64145 -0.09285 0.120
C 0.98504 -0.23762 0.03779 -0.420
N -0.30938 1.67254 -0.16873 0.153
```

frontier orbital gap: 8.90 eV
relative energy (zero: lowest compared OMol25 entry of this formula, charge and spin): 146.51 kcal/mol



Entry 2:
Density functional theory data (ωB97M-V/def2-TZVPD) for C26H30GaN4O6S as an isolated structure.

Structure (XYZ):
```
68
Properties=species:S:1:pos:R:3:lowdin_charge:R:1
C 9.67181 13.63375 16.85059 0.008
H 12.94001 9.68217 15.62319 0.125
C 11.68089 10.49627 17.16377 0.045
H 7.72534 14.08476 10.94073 0.110
H 10.89447 9.61223 10.73864 0.101
H 12.54793 16.62665 10.77586 0.127
O 13.16093 21.98395 12.24418 0.097
H 5.96742 11.90368 8.33979 0.098
C 12.43956 17.45862 11.45322 -0.004
H 11.84636 9.70571 17.87618 0.129
C 12.38573 10.53026 15.97362 0.040
H 10.66913 11.69939 11.47892 0.083
H 11.24096 18.17108 14.53527 0.123
C 5.66250 12.79559 8.84460 -0.225
H 8.52644 12.46797 19.78764 0.103
H 9.46012 14.45773 16.16524 0.113
N 13.52164 21.07394 11.54185 -0.313
N 8.32554 13.46299 10.42177 0.041
H 8.78211 14.26852 8.46527 0.121
H 9.22642 7.80970 11.43204 0.060
C 8.96866 13.54059 18.01339 -0.075
H 8.23082 14.32504 18.13884 0.121
C 8.13161 13.51673 8.90433 -0.097
O 14.22694 21.17117 10.52146 0.075
H 6.38510 14.95284 8.88552 0.141
N 10.19095 12.12833 10.71487 0.067
C 9.09872 12.51849 18.91412 -0.070
H 6.45241 12.03016 10.85083 0.026
C 12.18219 19.58704 13.15910 0.015
C 9.98666 11.52162 18.66388 0.016
C 10.67435 12.62414 16.55441 -0.120
C 10.57063 11.59699 9.37407 -0.138
O 13.85565 10.80848 13.59804 0.117
C 13.00955 18.67641 11.10270 0.024
H 8.76655 10.55886 8.94577 0.094
C 9.21619 12.86902 11.19510 -0.711
H 10.48815 12.40700 8.64365 0.118
C 11.67546 18.33368 13.55526 0.055
C 9.81709 10.31140 9.01893 -0.162
H 10.74613 8.30942 9.54686 0.100
C 5.59876 12.42978 10.37635 -0.092
S 8.90801 13.04304 12.91804 0.837
H 5.35405 13.27628 10.98569 0.066
C 11.47684 15.84804 13.03966 -0.503
H 11.60977 11.45212 9.49423 0.118
H 8.49965 12.60128 8.52470 0.069
H 8.51994 9.41658 11.21206 0.055
O 11.34903 15.43428 14.21950 0.076
C 6.64697 13.88991 8.54911 -0.193
C 12.87844 19.73365 11.97474 -0.099
C 11.86652 17.22027 12.65998 -0.115
H 10.07956 10.66968 19.34667 0.127
C 8.96361 8.56397 10.71794 -0.095
O 11.36071 14.97405 12.12174 0.036
Ga 11.08285 13.61574 13.47148 0.262
O 12.32788 12.38900 12.85611 -0.030
C 10.80404 11.55477 17.44571 -0.134
H 8.29447 8.06131 9.97624 0.093
H 12.09575 20.41905 13.79992 0.108
C 12.86185 11.53002 13.72717 -0.454
H 4.62371 13.01281 8.60977 0.111
H 10.13038 10.05203 8.01440 0.114
C 12.10446 11.53070 15.04051 -0.169
H 13.45765 18.92410 10.14350 0.129
H 4.78431 11.70147 10.46912 0.082
C 10.21128 9.13378 9.98874 -0.213
H 6.58106 14.13551 7.48080 0.112
N 11.32667 12.56154 15.29441 0.124
```

frontier orbital gap: 8.51 eV
relative energy (zero: lowest compared OMol25 entry of this formula, charge and spin): 0.00 kcal/mol
charge: +1



| no. | maximum force (eV/Å) | highest occupied orbital energy (eV) | LUMO level (eV) |
| --- | --- | --- | --- |
| 1 | 9.154 | -10.40 | -1.50 |
| 2 | 3.249 | -11.98 | -3.46 |